69
Properties=species:S:1:pos:R:3 method="wB97M-V/def2-TZVPD" lumo_energy_ha=-0.0424 homo_lumo_gap_ha=0.2773 total_charge=0
O -7.731 -1.363 -0.928
P -6.233 -1.774 -1.361
O -6.123 -1.302 -3.069
O -6.149 -3.545 -1.241
N -5.017 -0.982 -0.326
C -3.681 -1.692 -0.334
C -2.905 -1.689 -1.783
C -1.811 -2.949 -1.809
Cl -0.678 -2.856 -0.340
S -5.724 -1.066 1.306
O -6.609 0.210 1.528
O -4.634 -1.019 2.430
F -6.596 -2.544 1.573
H -6.907 -1.714 -3.579
H -7.098 -3.871 -1.053
H -3.785 -2.766 0.123
H -2.976 -1.085 0.415
H -2.272 -0.702 -1.928
H -3.595 -1.846 -2.715
H -1.246 -2.888 -2.858
H -2.487 -3.930 -1.812
C 0.170 0.022 -0.974
O -1.034 0.006 -0.749
N 0.938 1.155 -1.139
C 2.360 1.088 -1.403
C 0.304 2.454 -1.046
H 0.750 -0.910 -1.064
H 2.893 1.610 -0.603
H 2.565 1.575 -2.360
H 2.704 0.051 -1.447
H -0.153 2.557 -0.058
H -0.480 2.522 -1.807
H 1.036 3.252 -1.198
C -4.942 4.531 3.802
O -4.003 4.278 3.057
N -5.813 3.605 4.336
C -6.900 3.989 5.212
C -5.636 2.206 4.011
H -5.166 5.564 4.113
H -6.773 3.486 6.174
H -7.846 3.679 4.757
H -6.916 5.070 5.371
H -4.641 1.887 4.337
H -5.709 2.080 2.927
H -6.398 1.596 4.505
C 5.838 2.954 -1.844
O 4.655 2.635 -1.846
N 6.867 2.204 -1.315
C 8.244 2.653 -1.353
C 6.565 0.928 -0.702
H 6.179 3.904 -2.284
H 8.839 1.921 -1.907
H 8.618 2.731 -0.328
H 8.327 3.628 -1.842
H 6.088 0.281 -1.445
H 5.868 1.087 0.126
H 7.476 0.452 -0.331
C 6.568 -2.619 -1.499
O 6.071 -1.930 -2.382
N 5.868 -3.373 -0.582
C 6.535 -4.162 0.433
C 4.421 -3.377 -0.633
H 7.661 -2.687 -1.371
H 6.256 -5.212 0.304
H 6.212 -3.815 1.419
H 7.621 -4.067 0.356
H 4.101 -3.744 -1.613
H 4.058 -2.353 -0.504
H 4.009 -4.017 0.152



57
Properties=species:S:1:pos:R:3 method="wB97M-V/def2-TZVPD" lumo_energy_ha=0.0070 smiles="O=S(=O)(F)NCCCO.CCCCCC.CCCCCC" homo_lumo_gap_ha=0.3938 total_charge=0
O -5.137 -3.879 1.760
S -3.914 -3.256 2.298
O -2.921 -4.315 2.606
F -4.270 -2.495 3.709
N -3.146 -2.165 1.250
C -3.575 -0.759 1.421
C -2.528 0.124 0.631
C -1.199 0.308 1.457
O -0.049 0.405 0.615
H -3.184 -2.484 0.282
H -3.524 -0.478 2.493
H -4.566 -0.522 0.972
H -2.288 -0.324 -0.364
H -2.927 1.148 0.433
H -1.249 1.264 2.042
H -1.098 -0.513 2.202
H 0.152 1.333 0.472
C 5.527 3.232 1.655
C 4.601 4.443 1.650
C 3.837 4.623 2.962
C 2.890 3.477 3.326
C 1.821 3.163 2.281
C 0.860 4.321 2.034
H 4.974 2.299 1.779
H 6.072 3.168 0.711
H 6.260 3.306 2.462
H 3.905 4.368 0.809
H 5.201 5.339 1.471
H 3.274 5.561 2.914
H 4.557 4.750 3.778
H 2.400 3.722 4.274
H 3.473 2.571 3.517
H 1.243 2.299 2.627
H 2.285 2.863 1.337
H 0.351 4.608 2.957
H 0.097 4.034 1.305
H 1.376 5.198 1.640
C -0.432 -2.289 -5.750
C -1.152 -3.422 -5.027
C -2.075 -2.935 -3.910
C -1.376 -2.197 -2.766
C -0.276 -2.987 -2.058
C -0.788 -4.250 -1.375
H 0.224 -1.732 -5.077
H 0.186 -2.687 -6.557
H -1.149 -1.591 -6.188
H -0.417 -4.131 -4.634
H -1.751 -3.975 -5.756
H -2.624 -3.793 -3.509
H -2.833 -2.271 -4.340
H -2.135 -1.904 -2.030
H -0.950 -1.261 -3.143
H 0.182 -2.342 -1.302
H 0.521 -3.247 -2.761
H -1.554 -4.009 -0.634
H 0.028 -4.759 -0.859
H -1.213 -4.954 -2.092



60
Properties=species:S:1:pos:R:3 method="wB97M-V/def2-TZVPD" lumo_energy_ha=0.0174 smiles="CCOC(=O)CCCB(N)F.CC(C)O.CC(C)O.CC(C)O" homo_lumo_gap_ha=0.3822 total_charge=0
C 2.973 -1.883 -0.114
C 1.388 -2.217 -0.171
O 0.763 -1.881 1.099
C -0.269 -2.811 1.419
O 0.068 -3.977 1.746
C -1.843 -2.423 1.323
C -2.438 -3.319 0.138
C -4.030 -3.218 -0.068
B -4.770 -2.072 0.802
N -5.575 -1.054 0.029
F -4.766 -1.958 2.226
H 3.548 -2.691 0.468
H 3.387 -1.791 -1.178
H 3.189 -0.901 0.437
H 0.949 -1.590 -1.035
H 1.247 -3.318 -0.474
H -1.885 -1.299 1.149
H -2.284 -2.741 2.328
H -1.891 -3.163 -0.864
H -2.217 -4.413 0.425
H -4.207 -3.041 -1.193
H -4.542 -4.223 0.160
H -6.371 -1.593 -0.372
H -6.015 -0.378 0.679
C 3.739 2.286 -0.293
C 2.699 1.912 -1.336
C 1.630 2.982 -1.463
O 2.083 0.675 -0.973
H 3.279 2.397 0.694
H 4.494 1.500 -0.204
H 4.239 3.223 -0.552
H 3.187 1.762 -2.304
H 1.096 3.116 -0.517
H 0.884 2.690 -2.208
H 2.060 3.943 -1.758
H 1.648 0.799 -0.118
C 2.839 1.517 3.952
C 1.957 2.723 3.673
C 1.587 3.449 4.957
O 0.768 2.297 3.009
H 2.321 0.792 4.588
H 3.087 0.999 3.021
H 3.768 1.813 4.446
H 2.476 3.411 2.999
H 1.025 2.792 5.628
H 0.943 4.306 4.742
H 2.478 3.803 5.481
H 0.301 1.688 3.597
C -0.406 0.565 -4.319
C -1.441 -0.416 -3.802
C -2.816 -0.140 -4.392
O -1.502 -0.322 -2.381
H -0.670 1.591 -4.041
H 0.569 0.356 -3.872
H -0.313 0.511 -5.407
H -1.136 -1.437 -4.048
H -3.163 0.862 -4.120
H -3.551 -0.847 -3.999
H -2.801 -0.220 -5.482
H -1.770 0.578 -2.153



63
Properties=species:S:1:pos:R:3 method="wB97M-V/def2-TZVPD" lumo_energy_ha=-0.1438 homo_lumo_gap_ha=0.2982 total_charge=+1
C -3.770 -4.012 2.156
C -3.048 -2.779 1.658
O -3.440 -2.498 0.290
B -3.101 -1.329 -0.270
O -3.719 -0.761 -1.314
N -1.863 -0.564 0.228
C -0.666 -0.988 -0.211
C 0.504 -0.375 0.201
C 0.424 0.694 1.075
C -0.819 1.125 1.530
P -1.039 2.504 2.782
N 0.400 3.389 2.614
O -2.162 3.471 2.096
C -1.954 0.474 1.075
H -4.724 -3.771 2.609
H -3.886 -4.718 1.340
H -3.167 -4.496 2.918
H -3.349 -1.929 2.268
H -1.973 -2.907 1.746
H -4.638 -1.037 -1.417
H -0.635 -1.823 -0.889
H 1.431 -0.773 -0.178
H 1.326 1.187 1.400
H 0.665 3.492 1.634
H 1.120 2.828 3.061
H -3.022 3.090 2.300
H -2.934 0.773 1.412
C -0.616 -4.078 -4.524
C -0.522 -3.343 -3.202
O 0.726 -2.668 -3.057
H 0.191 -4.805 -4.607
H -1.569 -4.599 -4.617
H -0.518 -3.380 -5.357
H -0.606 -4.046 -2.372
H -1.339 -2.609 -3.119
H 0.802 -2.042 -3.787
C -1.390 1.364 -4.395
C -0.226 0.396 -4.295
O 0.112 -0.172 -5.554
H -2.265 0.862 -4.810
H -1.650 1.772 -3.417
H -1.144 2.194 -5.060
H -0.486 -0.439 -3.644
H 0.655 0.897 -3.876
H 0.359 0.540 -6.152
C 3.522 -1.810 3.138
C 2.912 -0.807 4.098
O 1.544 -0.527 3.772
H 3.470 -1.439 2.113
H 4.566 -2.004 3.384
H 2.979 -2.758 3.172
H 3.443 0.142 4.050
H 2.967 -1.177 5.125
H 1.060 -1.356 3.829
C 4.033 4.761 0.762
C 3.419 5.831 1.647
O 2.040 6.033 1.350
H 3.927 5.030 -0.289
H 5.091 4.624 0.984
H 3.524 3.801 0.907
H 3.914 6.787 1.489
H 3.526 5.563 2.704
H 1.587 5.198 1.495